Molecular formula: C63H143N5O11
Method: DFT, ωB97M-V with the def2-TZVPD basis set

Expectation value of S² = 0.7546
Frontier orbital gap (alpha / beta) = 0.262 / 0.100 hartree
Net charge = +1
LUMO level (alpha / beta) = -2.09 / -6.49 eV
Multiplicity = 2
Total energy = -3586.985300 a.u.

Geometry (Å):
C: -12.6081 -6.5860 24.3016
C: -13.3856 -6.6748 23.0256
C: -13.5544 -8.0982 22.4655
O: -14.6243 -6.1102 23.1862
H: -12.3223 -5.5621 24.5422
H: -11.6980 -7.1854 24.2766
H: -13.0750 -6.8855 25.2399
H: -12.7852 -6.1528 22.2805
H: -14.0595 -8.7478 23.1803
H: -12.5799 -8.5345 22.2462
H: -14.1380 -7.9340 21.5597
H: -15.2567 -6.8292 23.1181
C: -24.6260 -9.8122 15.4354
C: -23.0808 -9.8850 15.0976
C: -22.1548 -10.8258 15.8791
O: -22.8184 -10.1122 13.7194
H: -25.1850 -10.7477 15.4601
H: -25.1074 -9.1662 14.7012
H: -24.7172 -9.2876 16.3864
H: -22.6438 -8.9177 15.3456
H: -21.1313 -10.6064 15.5751
H: -22.4383 -11.8592 15.6794
H: -22.2225 -10.6803 16.9572
H: -23.1665 -9.3128 13.3177
C: -18.9422 -10.0629 12.5918
C: -18.2680 -11.4360 12.7562
C: -16.7941 -11.3780 13.1621
O: -18.9714 -12.1766 13.6926
H: -18.5911 -9.5812 11.6792
H: -18.8652 -9.3895 13.4454
H: -19.9965 -10.2196 12.3640
H: -18.4072 -12.0139 11.8425
H: -16.2381 -10.7179 12.4963
H: -16.2419 -12.3098 13.2845
H: -16.6399 -10.8279 14.0904
H: -19.8938 -12.2485 13.4365
C: -20.1071 -14.0197 22.1439
C: -19.4309 -13.9222 20.8049
C: -20.2793 -13.6491 19.5767
O: -18.3910 -13.0092 20.8180
H: -19.5772 -14.5701 22.9212
H: -21.0416 -14.5736 22.0534
H: -20.4551 -13.0351 22.4562
H: -19.0630 -14.9437 20.7086
H: -20.9024 -12.7649 19.7109
H: -20.7598 -14.5956 19.3293
H: -19.5755 -13.4121 18.7788
H: -18.1381 -12.7894 19.9184
C: -19.2332 -7.5177 23.0705
C: -18.2602 -7.4520 21.9932
C: -17.8900 -6.0208 21.6299
O: -17.0380 -8.0295 22.3624
H: -19.9656 -8.3083 22.9069
H: -19.7916 -6.5829 23.1190
H: -18.8255 -7.7156 24.0618
H: -18.6761 -7.9338 21.1083
H: -17.4414 -5.5291 22.4931
H: -18.7571 -5.4370 21.3212
H: -17.2361 -5.9805 20.7588
H: -17.2859 -8.8971 22.6901
C: -17.3570 -12.4360 24.3944
C: -17.0190 -11.1131 23.6802
C: -15.8427 -11.3460 22.7789
O: -18.1344 -10.7652 22.8425
H: -17.2405 -13.2376 23.6650
H: -18.3594 -12.5590 24.8046
H: -16.6088 -12.4619 25.1866
H: -16.8796 -10.2959 24.3879
H: -16.0017 -12.1878 22.1050
H: -15.0292 -11.7316 23.3934
H: -15.4603 -10.4341 22.3202
H: -18.1270 -11.3922 22.1155
C: -19.9348 -2.0830 17.6624
C: -19.6120 -3.5166 18.1384
C: -20.0996 -4.6347 17.1489
C: -19.2409 -4.8984 15.8879
C: -17.8054 -5.0971 16.3835
C: -17.1522 -4.0076 17.3065
N: -18.1740 -3.6320 18.3388
O: -17.7135 -2.8013 19.3940
C: -15.8615 -4.4697 17.9950
C: -16.8132 -2.7314 16.4966
C: -20.4173 -3.8100 19.4882
H: -19.4059 -1.3072 18.2160
H: -20.9892 -1.8068 17.6474
H: -19.5247 -1.9303 16.6641
H: -20.0494 -5.5933 17.6653
H: -21.1182 -4.3412 16.8953
H: -19.2755 -4.0103 15.2568
H: -19.6886 -5.6957 15.2947
H: -17.0379 -5.2912 15.6342
H: -17.7787 -6.0831 16.8474
H: -15.1141 -4.9029 17.3304
H: -15.3842 -3.5457 18.3214
H: -16.0564 -5.1339 18.8370
H: -15.7728 -2.6749 16.1768
H: -17.4707 -2.7161 15.6274
H: -16.9266 -1.8809 17.1689
H: -21.5028 -3.7693 19.3976
H: -20.1706 -3.1712 20.3362
H: -20.1012 -4.7906 19.8440
H: -17.6355 -3.4619 20.0863
C: -10.0105 -12.5606 18.7637
C: -10.0720 -14.0809 18.5444
C: -9.7846 -14.2413 17.0497
C: -9.2745 -15.6100 16.6673
C: -8.0469 -15.9293 17.4937
C: -8.2854 -15.9332 18.9777
N: -8.9665 -14.6655 19.3642
O: -9.2391 -14.5050 20.7066
C: -9.1186 -17.2429 19.3920
C: -6.8896 -16.0499 19.7192
C: -11.4907 -14.6481 18.9592
H: -10.3757 -12.1710 19.7139
H: -10.6777 -12.0471 18.0714
H: -8.9655 -12.2656 18.6687
H: -10.7235 -14.1740 16.5002
H: -9.0454 -13.4861 16.7826
H: -8.9694 -15.6914 15.6240
H: -10.0775 -16.3454 16.7179
H: -7.2076 -15.2890 17.2223
H: -7.8129 -16.9109 17.0815
H: -8.6473 -18.2180 19.2685
H: -9.2762 -17.1986 20.4696
H: -10.0470 -17.3341 18.8284
H: -6.2768 -15.1625 19.5605
H: -7.0250 -16.2647 20.7792
H: -6.4447 -16.9495 19.2940
H: -11.6179 -15.7299 18.9195
H: -12.2376 -14.4987 18.1795
H: -11.8104 -14.4077 19.9732
H: -8.6167 -13.8273 20.9805
C: -14.8818 -11.1222 16.5264
C: -15.3410 -11.2379 17.9987
C: -14.6762 -10.1770 18.8541
C: -15.2538 -8.7674 18.6454
C: -16.7418 -8.7925 18.8514
C: -17.5111 -9.8636 18.0609
N: -16.8174 -11.1311 18.1350
O: -17.4856 -12.0406 17.3211
C: -18.9473 -9.9812 18.6611
C: -17.7352 -9.4523 16.4910
C: -14.8360 -12.6681 18.5886
H: -14.8666 -10.0928 16.1684
H: -15.5339 -11.7050 15.8760
H: -13.8933 -11.5250 16.3058
H: -14.7242 -10.3828 19.9234
H: -13.6308 -10.0564 18.5699
H: -15.0738 -8.2368 17.7104
H: -14.9953 -7.9777 19.3508
H: -17.1419 -7.8387 18.5075
H: -16.9949 -8.8579 19.9096
H: -19.5010 -10.5708 17.9304
H: -18.9930 -10.3306 19.6925
H: -19.4798 -9.0304 18.6348
H: -18.1891 -8.4666 16.3885
H: -16.8033 -9.6292 15.9541
H: -18.4960 -10.0906 16.0416
H: -15.2488 -12.7979 19.5891
H: -13.7470 -12.6667 18.6348
H: -15.1436 -13.5386 18.0092
H: -17.3730 -11.6886 16.4351
C: -8.8358 -8.5338 16.7306
C: -10.1366 -7.7961 17.2585
C: -10.3622 -8.3658 18.6409
C: -11.5161 -7.5826 19.3728
C: -11.1716 -6.0824 19.3972
C: -10.8697 -5.4692 18.0065
N: -9.9442 -6.3613 17.2803
O: -9.5280 -5.7960 16.0845
C: -12.1779 -5.0484 17.2358
C: -10.0842 -4.1674 18.2764
C: -11.3304 -8.1979 16.4148
H: -8.0059 -8.6793 17.4221
H: -8.3741 -7.9538 15.9316
H: -9.1691 -9.5139 16.3894
H: -10.6507 -9.4116 18.5349
H: -9.4523 -8.3628 19.2409
H: -11.6955 -7.9233 20.3925
H: -12.5238 -7.6871 18.9708
H: -10.4637 -5.7760 20.1672
H: -12.1471 -5.8079 19.7987
H: -12.8502 -5.8729 16.9984
H: -12.7506 -4.3560 17.8529
H: -11.9497 -4.6645 16.2415
H: -10.4319 -3.5410 19.0979
H: -9.0418 -4.3044 18.5640
H: -10.0685 -3.4468 17.4588
H: -12.2553 -7.7255 16.7458
H: -11.4164 -9.2740 16.2636
H: -11.2631 -7.7177 15.4386
H: -8.6766 -5.4423 16.3519
C: -10.9190 -15.1864 12.7783
C: -12.2935 -14.6043 12.8722
C: -12.8850 -14.3388 11.4755
C: -14.3649 -14.0397 11.5194
C: -15.1456 -15.1271 12.2811
C: -14.6556 -15.4048 13.7296
N: -13.1646 -15.4925 13.7012
O: -12.5594 -15.9521 14.8854
C: -15.1500 -14.4234 14.7660
C: -15.1721 -16.8558 14.0655
C: -12.0693 -13.2089 13.5007
H: -10.3866 -14.4732 12.1491
H: -10.9545 -16.1790 12.3293
H: -10.3538 -15.1641 13.7100
H: -12.3813 -13.4631 11.0660
H: -12.6684 -15.1618 10.7945
H: -14.7115 -13.9551 10.4894
H: -14.4988 -13.0374 11.9266
H: -14.9879 -16.0425 11.7108
H: -16.2128 -14.9257 12.1891
H: -14.8366 -14.6304 15.7893
H: -14.7347 -13.4319 14.5860
H: -16.2235 -14.2694 14.6563
H: -14.5638 -17.6546 13.6411
H: -15.0787 -17.0842 15.1272
H: -16.2006 -17.0221 13.7452
H: -13.0506 -12.7375 13.4478
H: -11.3194 -12.6226 12.9696
H: -11.8786 -13.3482 14.5648
H: -12.2130 -16.7944 14.5816